(1)
53
Properties=species:S:1:pos:R:3:forces:R:3 method="wB97M-V/def2-TZVPD" e_lumo_ev=-0.5 largest_force_ev_per_a=1.27 spin_multiplicity=1 homo_lumo_gap_ev=7.64 e_tot_ev=-49390.9466 mol_weight_g_mol=439.90 relative_energy_kj_mol=10.5
O -1.308 2.099 1.737 -0.2 0.2 -0.1
C -1.178 0.898 1.673 0.0 0.3 0.1
C -2.202 -0.140 1.342 0.3 -1.2 0.1
O -3.469 0.138 1.050 0.2 0.5 0.1
C -4.274 -0.929 0.794 -0.4 -0.8 -0.2
C -5.614 -0.658 0.510 0.3 0.1 0.1
C -6.485 -1.688 0.239 0.2 0.0 0.0
C -6.025 -3.005 0.246 0.3 0.1 0.1
Cl -7.127 -4.285 -0.096 -0.2 -0.2 -0.1
C -4.705 -3.287 0.522 -0.2 0.1 0.0
C -3.809 -2.252 0.802 -0.2 0.2 0.0
C -2.392 -2.577 1.094 -0.1 0.1 0.0
O -1.937 -3.705 1.066 0.0 0.1 0.1
C -1.643 -1.373 1.402 -0.2 0.7 0.0
C -0.190 -1.241 1.741 -0.1 -0.2 0.0
C 0.699 -1.802 0.649 -0.1 0.0 -0.2
C 0.453 -1.529 -0.692 0.2 -0.1 0.0
C 1.315 -2.056 -1.638 0.0 0.0 0.1
C 2.379 -2.836 -1.213 0.0 0.0 0.0
C 2.528 -3.053 0.147 0.2 -0.1 -0.3
N 1.714 -2.547 1.055 -0.1 0.0 0.5
N -0.042 0.192 1.907 -0.1 -0.1 -0.1
C 1.174 0.814 2.370 0.4 0.3 0.0
C 2.246 0.956 1.287 -0.4 0.1 -0.1
C 1.739 1.757 0.085 0.2 -0.2 0.3
N 2.738 1.749 -0.971 0.0 -0.1 -0.1
C 3.747 2.791 -0.851 0.0 0.2 -0.2
C 3.241 4.160 -1.326 0.2 -0.2 0.3
O 2.748 4.096 -2.648 0.1 0.0 -0.1
C 1.714 3.140 -2.756 -0.1 -0.4 0.0
C 2.210 1.754 -2.324 -0.1 0.3 -0.1
H -5.944 0.368 0.512 -0.1 0.1 0.0
H -7.521 -1.484 0.021 -0.1 0.0 0.0
H -4.328 -4.298 0.532 0.0 -0.1 0.0
H 0.069 -1.768 2.669 -0.1 0.1 -0.1
H -0.394 -0.925 -0.983 -0.1 0.1 0.0
H 1.157 -1.866 -2.690 0.0 0.0 -0.1
H 3.071 -3.266 -1.920 0.1 -0.1 0.0
H 3.337 -3.657 0.536 0.1 -0.1 -0.1
H 1.571 0.225 3.202 -0.1 0.1 0.0
H 0.887 1.806 2.732 0.0 -0.1 0.1
H 2.571 -0.026 0.943 0.1 0.0 0.0
H 3.108 1.454 1.731 0.1 0.0 0.0
H 1.459 2.767 0.416 -0.1 0.0 0.0
H 0.836 1.277 -0.297 0.0 0.1 0.0
H 4.079 2.855 0.185 0.1 0.0 0.0
H 4.596 2.493 -1.473 0.1 0.1 0.1
H 4.054 4.888 -1.342 0.0 0.0 0.1
H 2.449 4.526 -0.654 0.1 0.0 0.0
H 1.411 3.139 -3.804 -0.1 0.0 0.1
H 0.858 3.442 -2.132 0.0 0.0 -0.1
H 1.405 1.022 -2.401 0.0 0.0 0.0
H 3.025 1.450 -2.989 -0.1 0.0 -0.1


(2)
62
Properties=species:S:1:pos:R:3:forces:R:3 method="wB97M-V/def2-TZVPD" e_lumo_ev="-3.2 / -4.7" largest_force_ev_per_a=4.51 spin_multiplicity=5 homo_lumo_gap_ev="4.64 / 6.35" charge=+1 e_tot_ev=-44599.7865 mol_weight_g_mol=668.64 relative_energy_kj_mol=214.3
Pt 0.108 -0.485 0.805 0.5 -0.5 -0.5
N -0.182 2.737 -0.207 0.1 0.0 0.2
C -0.501 2.676 1.093 -0.1 0.0 -0.2
N -1.108 3.722 1.634 0.1 0.1 0.1
C -1.361 3.633 2.940 0.1 0.1 -0.4
N -1.958 4.666 3.534 0.0 -0.1 0.0
N -1.061 2.564 3.708 -0.1 -0.3 0.5
C -0.544 1.549 3.071 -0.3 0.8 -0.7
N -0.213 1.536 1.763 -0.1 -0.4 0.3
C -0.217 0.291 3.752 0.1 -0.7 0.3
C 0.353 0.238 5.044 0.0 0.3 -0.2
C 1.066 -0.914 5.409 0.2 -0.4 0.0
C 1.247 -1.924 4.509 -0.1 0.2 0.0
C 0.679 -1.813 3.144 0.1 -0.3 0.1
N -0.291 -0.763 2.983 -0.1 0.4 -0.3
H -0.317 3.609 -0.688 0.0 0.0 0.0
H 0.421 2.036 -0.597 0.0 0.0 -0.1
H -2.237 5.456 2.982 0.0 0.0 0.0
H -2.176 4.611 4.513 0.0 0.0 0.0
H 0.300 1.110 5.679 0.0 0.0 0.0
H 1.525 -0.975 6.386 -0.1 0.0 0.0
H 1.823 -2.808 4.746 0.0 0.0 0.1
H 0.255 -2.763 2.810 0.0 0.0 0.0
C -3.503 1.393 0.207 0.2 -0.2 0.1
C -2.607 0.381 0.475 -0.5 0.3 -0.3
N -1.724 -0.105 -0.429 -0.1 0.3 1.4
C -1.883 0.305 -1.723 0.3 -0.3 -0.5
C -2.797 1.326 -2.088 -0.5 0.3 0.4
C -3.560 1.919 -1.094 0.2 -0.2 -0.2
C -2.955 1.659 -3.478 0.2 -0.1 -0.3
C -2.303 0.973 -4.442 -0.2 0.3 0.2
C -1.385 -0.077 -4.102 0.3 -0.4 -0.2
C -0.695 -0.822 -5.048 -0.2 0.4 0.0
C 0.227 -1.802 -4.654 0.1 -0.2 0.7
C 0.389 -2.039 -3.302 0.3 -0.6 -1.6
N -0.309 -1.370 -2.404 -1.0 0.3 -0.9
C -1.187 -0.377 -2.721 -0.3 0.5 -0.3
H -4.146 1.764 0.993 0.0 -0.1 0.0
H -2.595 -0.087 1.452 0.1 0.1 0.1
H -4.242 2.721 -1.342 0.0 0.0 0.0
H -3.649 2.451 -3.731 0.0 0.0 0.0
H -2.462 1.194 -5.489 0.0 0.0 0.0
H -0.868 -0.630 -6.099 0.0 0.0 0.0
H 0.796 -2.370 -5.374 0.0 0.0 0.0
H 1.095 -2.774 -2.927 -0.3 0.0 -0.2
C 0.541 -2.103 -0.406 2.3 -0.9 3.8
C 1.905 -2.039 -0.945 0.5 0.2 0.2
C 2.389 -0.827 -1.474 0.0 -0.1 0.3
C 3.695 -0.700 -1.892 0.0 0.0 0.0
C 4.556 -1.792 -1.810 0.0 0.0 0.0
C 4.092 -3.005 -1.323 0.2 0.0 -0.1
C 2.779 -3.132 -0.901 -0.3 0.1 0.1
H 0.287 -3.086 -0.011 -0.2 -0.1 -0.1
H -0.179 -1.778 -1.279 -1.3 0.6 -1.5
H 1.704 0.014 -1.550 0.1 0.0 0.0
H 4.054 0.243 -2.284 0.0 0.0 0.0
H 5.585 -1.693 -2.130 0.0 0.0 0.0
H 4.759 -3.854 -1.267 0.0 0.0 0.0
H 2.422 -4.080 -0.514 0.0 0.0 0.0
C 1.639 -1.275 2.035 -0.1 0.2 -0.1
H 2.246 -0.463 2.438 0.0 0.0 0.0
H 2.275 -2.050 1.618 0.0 0.0 -0.2


(3)
105
Properties=species:S:1:pos:R:3:forces:R:3 method="wB97M-V/def2-TZVPD" e_lumo_ev="-3.1 / -3.0" largest_force_ev_per_a=0.36 spin_multiplicity=4 homo_lumo_gap_ev="7.28 / 7.32" charge=+1 e_tot_ev=-281640.0089 mol_weight_g_mol=1033.95 relative_energy_kj_mol=0.0
Cr 0.625 0.043 -0.140 -0.2 0.2 -0.1
C -1.722 2.026 0.727 0.0 0.0 0.0
O -0.875 1.554 -0.340 0.0 0.0 0.1
C -1.086 2.148 -1.583 0.0 0.0 0.0
C -1.910 3.238 -1.767 0.0 0.0 0.0
C -2.021 3.762 -3.051 0.0 0.0 0.0
Br -3.139 5.256 -3.318 0.0 0.0 0.0
C -1.339 3.218 -4.114 0.0 0.0 0.0
C -0.516 2.104 -3.923 0.0 0.0 0.0
C -0.398 1.572 -2.646 0.1 0.0 0.0
O 0.411 0.491 -2.357 -0.1 -0.2 0.0
C 0.199 1.578 -5.096 0.0 0.0 0.0
N 0.361 2.267 -6.188 0.0 0.0 0.0
C 1.050 1.432 -7.049 0.0 0.0 0.0
C 1.492 1.661 -8.353 0.0 0.0 0.0
C 2.161 0.640 -8.992 0.0 0.0 0.0
C 2.394 -0.594 -8.359 0.0 0.0 0.0
C 1.968 -0.839 -7.070 0.0 0.0 0.0
C 1.294 0.199 -6.432 0.0 0.0 0.0
N 0.743 0.320 -5.173 0.0 0.0 0.0
H -2.766 1.919 0.435 0.0 0.0 0.0
H -1.493 3.066 0.953 0.0 0.0 0.0
H -1.514 1.411 1.597 0.0 0.0 0.0
H -2.452 3.698 -0.956 0.0 0.0 0.0
H -1.418 3.632 -5.109 0.0 0.0 0.0
H 1.413 0.735 -2.547 0.0 0.0 0.0
H 1.309 2.612 -8.834 0.0 0.0 0.0
H 2.516 0.783 -10.003 0.0 0.0 0.0
H 2.923 -1.369 -8.898 0.0 0.0 0.0
H 2.151 -1.790 -6.588 0.0 0.0 0.0
H 0.691 -0.386 -4.463 0.0 0.0 0.0
C 3.096 0.221 4.305 0.0 0.0 0.0
C 2.630 -0.342 2.959 0.1 0.0 0.0
Ge 1.034 0.603 2.274 0.0 0.0 0.1
C 1.311 2.559 2.355 0.0 0.0 0.0
C 0.680 3.227 3.575 0.0 0.0 0.0
C -0.406 0.146 3.513 0.0 0.1 0.0
C -1.489 -0.628 3.395 0.1 0.0 -0.1
Ge -2.103 -1.653 1.822 -0.1 0.0 0.0
C -3.680 -0.991 0.849 0.0 0.0 0.0
C -4.675 -0.067 1.548 0.0 0.0 0.0
C -1.778 -3.529 2.289 -0.1 0.0 0.0
C -3.050 -4.350 2.514 0.0 0.0 -0.1
C -2.311 -0.992 4.591 0.0 0.0 0.0
C -3.617 -1.456 4.447 0.0 0.0 0.0
C -4.392 -1.810 5.544 0.0 0.0 0.0
C -3.864 -1.712 6.819 0.0 0.0 0.0
C -2.556 -1.271 6.983 0.0 0.0 0.0
C -1.788 -0.925 5.886 0.0 0.0 0.0
H 3.999 -0.281 4.653 0.0 0.0 0.0
H 2.330 0.096 5.073 0.0 0.0 0.0
H 3.329 1.284 4.231 0.0 0.0 0.0
H 2.393 -1.407 3.056 0.0 0.0 0.0
H 3.440 -0.261 2.226 0.0 0.0 0.0
H 0.938 3.003 1.429 0.0 0.0 0.0
H 2.392 2.719 2.344 -0.1 0.1 0.1
H -0.396 3.041 3.628 0.0 0.0 0.0
H 0.826 4.308 3.555 0.0 0.0 0.0
H 1.115 2.857 4.506 0.0 0.0 0.0
H -0.233 0.568 4.505 0.0 0.0 0.0
H -4.175 -1.853 0.403 0.0 0.0 0.0
H -3.215 -0.459 0.014 0.0 0.0 0.0
H -5.352 -0.605 2.209 0.0 0.0 0.0
H -5.297 0.434 0.804 0.0 0.0 0.0
H -4.181 0.703 2.146 0.0 0.0 0.0
H -1.153 -3.512 3.185 -0.1 0.0 0.0
H -1.201 -3.990 1.488 0.1 0.0 0.0
H -3.640 -3.966 3.345 0.0 0.0 0.0
H -2.795 -5.384 2.745 0.0 0.0 0.0
H -3.675 -4.358 1.620 0.0 0.0 0.0
H -4.070 -1.530 3.467 0.0 0.0 0.0
H -5.405 -2.159 5.396 0.0 0.0 0.0
H -4.460 -1.985 7.680 0.0 0.0 0.0
H -2.127 -1.210 7.975 0.0 0.0 0.0
H -0.762 -0.623 6.046 0.0 0.0 0.0
N 1.803 -1.680 -0.044 0.0 0.0 -0.1
C 1.455 -2.713 -1.063 0.0 0.0 0.0
C 0.058 -2.500 -1.652 0.0 0.0 0.0
C -1.042 -2.364 -0.631 0.0 0.0 0.0
O -2.005 -3.076 -0.586 0.0 0.1 0.0
O -0.869 -1.359 0.279 0.3 -0.2 0.0
H 2.796 -1.464 -0.067 0.0 0.0 0.0
H 1.624 -2.045 0.888 0.0 0.0 0.0
H 1.546 -3.707 -0.624 0.0 0.0 0.0
H 2.179 -2.646 -1.873 0.0 0.0 0.0
H -0.205 -3.338 -2.294 0.0 0.0 0.0
H 0.060 -1.598 -2.263 0.0 0.0 0.0
O 2.780 1.180 -2.472 0.0 0.0 0.0
C 2.964 1.531 -1.294 -0.1 0.1 0.0
O 2.221 1.185 -0.310 0.0 0.0 0.0
C 4.102 2.431 -0.950 0.0 0.0 -0.1
C 4.792 3.092 -1.959 0.1 0.0 0.0
C 5.830 3.930 -1.602 0.0 0.0 0.0
C 6.212 4.136 -0.289 0.0 0.0 0.0
C 5.497 3.462 0.681 0.0 0.0 0.0
C 4.450 2.617 0.379 0.0 0.0 0.0
N 5.849 3.660 2.103 -0.1 0.2 0.0
O 6.756 4.418 2.352 0.0 -0.1 0.0
O 5.179 3.065 2.926 0.0 -0.1 0.0
N 6.568 4.643 -2.670 0.0 0.0 0.0
O 6.152 4.521 -3.800 0.0 0.0 0.0
O 7.533 5.291 -2.333 0.0 0.0 0.0
H 4.529 2.955 -2.998 0.0 0.0 0.0
H 7.030 4.795 -0.038 0.0 0.0 0.0
H 3.909 2.122 1.171 0.1 0.0 -0.1


(4)
106
Properties=species:S:1:pos:R:3:forces:R:3 method="wB97M-V/def2-TZVPD" e_lumo_ev=-2.0 largest_force_ev_per_a=0.72 spin_multiplicity=1 homo_lumo_gap_ev=8.31 charge=+1 e_tot_ev=-80790.4324 mol_weight_g_mol=967.76 relative_energy_kj_mol=21.2
Ba -1.894 0.732 0.868 0.3 -0.6 0.1
C -4.683 2.934 -2.626 0.0 -0.1 -0.1
C -4.188 2.126 -1.476 -0.1 0.1 0.0
N -3.020 1.626 -1.363 0.1 0.1 0.1
O -2.077 1.912 -2.339 0.0 0.0 0.0
B -1.330 3.198 -2.113 0.0 0.0 0.0
F -2.250 4.236 -1.928 0.0 0.0 0.0
F -0.531 3.348 -3.234 0.0 0.0 0.0
O -0.370 3.197 -0.956 0.0 0.0 0.0
N -0.967 3.162 0.291 -0.1 -0.1 0.0
C -1.291 4.259 0.855 -0.1 0.0 0.1
C -1.003 5.623 0.327 0.1 0.0 0.0
C -2.114 4.106 2.111 0.0 0.1 0.0
N -2.648 2.954 2.255 0.0 0.0 0.0
O -3.487 2.783 3.305 -0.1 0.0 0.0
B -4.318 1.553 3.144 0.0 0.1 0.1
F -3.413 0.420 3.008 0.1 0.0 -0.1
F -5.105 1.431 4.244 0.0 0.0 0.0
O -5.195 1.574 1.945 -0.1 0.0 -0.1
N -4.481 1.572 0.789 0.0 0.0 0.0
C -5.078 1.965 -0.269 0.0 0.1 -0.1
C -6.502 2.414 -0.319 0.0 0.0 0.0
C -2.365 5.250 3.038 0.0 0.0 0.0
H -3.999 2.847 -3.465 0.0 0.0 0.0
H -5.680 2.604 -2.917 0.0 0.0 0.0
H -4.741 3.985 -2.343 0.0 0.0 0.0
H -0.403 5.553 -0.575 0.0 0.0 0.0
H -1.935 6.137 0.087 0.0 0.0 0.0
H -0.481 6.213 1.083 0.0 0.0 0.0
H -6.975 2.260 0.645 0.0 0.0 0.0
H -6.560 3.472 -0.580 0.0 0.0 0.0
H -7.051 1.861 -1.084 0.0 0.0 0.0
H -2.272 6.208 2.533 0.0 0.0 0.0
H -3.358 5.157 3.472 0.0 0.0 0.0
H -1.647 5.232 3.863 0.0 0.0 0.0
C 6.076 -1.746 -3.349 0.0 0.0 0.0
O 5.579 -1.313 -2.087 0.0 0.0 0.0
C 6.246 -1.699 -0.977 0.0 0.0 0.0
C 7.359 -2.528 -0.957 0.0 0.0 0.1
C 7.955 -2.847 0.259 0.0 0.0 -0.1
C 7.458 -2.358 1.455 0.0 0.0 0.0
C 6.340 -1.535 1.439 0.0 0.0 0.0
C 5.742 -1.208 0.237 0.0 0.0 0.0
N 4.599 -0.343 0.203 0.0 -0.1 0.1
C 3.426 -0.816 -0.228 0.1 0.1 0.0
N 3.081 -2.107 -0.256 0.0 0.0 0.0
C 1.797 -2.205 -0.793 0.0 0.0 0.0
C 1.358 -0.919 -1.064 0.0 -0.2 -0.1
C 0.126 -0.696 -1.669 0.1 0.3 0.0
C -0.618 -1.824 -1.968 -0.1 0.0 0.0
C -0.190 -3.124 -1.680 0.0 0.0 0.0
C 1.041 -3.335 -1.080 0.0 0.0 0.0
O 1.602 -4.522 -0.754 0.0 0.0 0.0
C 0.841 -5.693 -1.035 0.0 0.0 0.0
N 2.410 -0.061 -0.675 -0.2 0.0 0.0
C 2.489 1.367 -0.771 0.1 0.0 -0.1
C 2.640 2.129 0.378 0.0 0.0 0.0
C 2.828 3.496 0.275 0.0 0.1 0.0
C 2.839 4.083 -0.983 -0.1 0.0 0.0
C 2.665 3.331 -2.133 -0.1 0.1 0.0
C 2.497 1.956 -2.040 0.0 -0.1 0.0
O 2.357 1.119 -3.085 -0.1 0.0 0.1
C 2.127 1.707 -4.366 0.0 0.0 -0.1
H 5.417 -1.309 -4.092 0.0 0.0 0.0
H 6.046 -2.834 -3.427 0.0 0.0 0.0
H 7.095 -1.389 -3.507 0.0 0.0 0.0
H 7.773 -2.920 -1.874 0.0 0.0 0.0
H 8.826 -3.488 0.262 0.0 0.0 0.0
H 7.936 -2.612 2.390 0.0 0.0 0.0
H 5.926 -1.132 2.354 0.0 0.0 0.0
H 4.736 0.652 0.076 0.0 0.0 0.0
H 3.699 -2.869 -0.027 0.0 0.0 0.0
H -0.220 0.290 -1.962 0.0 0.0 0.0
H -1.570 -1.694 -2.466 0.0 0.0 0.0
H -0.822 -3.958 -1.944 0.0 0.0 0.0
H 1.439 -6.530 -0.688 0.0 0.0 0.0
H 0.659 -5.789 -2.106 0.0 0.0 0.0
H -0.110 -5.674 -0.498 0.0 0.0 0.0
H 2.622 1.640 1.346 0.0 0.0 0.0
H 2.953 4.097 1.165 0.0 0.0 0.0
H 2.967 5.153 -1.076 0.0 0.0 0.0
H 2.642 3.818 -3.096 0.0 0.0 0.0
H 1.920 0.875 -5.034 0.0 0.0 0.0
H 3.016 2.238 -4.712 0.0 0.0 0.0
H 1.269 2.380 -4.328 0.0 0.0 0.0
C -4.014 -2.232 0.538 0.0 0.0 0.0
N -3.304 -3.043 1.512 0.0 0.1 0.1
C -4.121 -3.907 2.361 0.0 0.0 0.0
C -3.493 -4.052 3.730 0.0 0.0 0.0
C -2.045 -4.459 3.568 0.0 0.0 0.0
N -1.357 -3.508 2.705 0.0 0.1 0.0
C 0.057 -3.295 2.941 0.0 0.0 0.0
C -2.000 -2.766 1.769 -0.1 -0.1 0.0
O -1.402 -1.874 1.132 0.1 0.0 0.1
H -4.444 -1.332 0.993 0.0 0.0 0.0
H -4.827 -2.823 0.118 0.0 0.0 0.0
H -3.346 -1.953 -0.275 0.0 0.0 0.0
H -4.246 -4.886 1.885 0.0 0.0 0.0
H -5.110 -3.455 2.445 0.0 0.0 0.0
H -4.033 -4.799 4.312 0.0 0.0 0.0
H -3.550 -3.100 4.262 0.0 0.0 0.0
H -1.971 -5.471 3.152 0.0 0.0 0.0
H -1.534 -4.464 4.532 0.0 0.0 0.0
H 0.228 -2.698 3.842 0.0 0.0 0.0
H 0.492 -2.786 2.085 0.0 0.0 0.0
H 0.549 -4.261 3.068 0.0 0.0 0.0


(5)
6
Properties=species:S:1:pos:R:3:forces:R:3 method="wB97M-V/def2-TZVPD" e_lumo_ev=4.4 largest_force_ev_per_a=3.78 spin_multiplicity=1 homo_lumo_gap_ev=8.84 charge=-1 e_tot_ev=-16452.4323 mol_weight_g_mol=80.09 relative_energy_kj_mol=98.9
N -0.171 0.741 -0.853 -3.0 -1.4 -0.6
S 0.864 -0.021 -0.049 1.6 0.0 3.4
O 2.121 0.773 0.083 -2.0 -1.1 0.1
O 1.059 -1.433 -0.311 0.2 -0.8 -0.9
H -1.006 0.012 -0.868 2.0 1.9 -0.2
H 0.243 -0.341 1.391 1.1 1.3 -1.9